Below is a molecular structure, C19H18ClFN4O10Pd in a non-equilibrium geometry, with properties calculated with ωB97M-V with the def2-TZVPD basis set.

Summary:
ΔE to the lowest compared entry with this formula, charge and spin ... 62.8 kcal/mol
HOMO-LUMO gap ... 0.2040 Ha
Multiplicity ... 1
Energy ... -2394.1660 Eh
LUMO energy ... -3.329 eV
Highest occupied orbital energy ... -0.3264 hartree

Geometry as XYZ:
```
54
Properties=species:S:1:pos:R:3:forces:R:3
Pd 0.24192 0.23928 0.24198 0.17 0.92 1.02
N -1.26895 1.61016 1.01685 0.18 -0.33 0.30
C -0.88248 2.96550 0.57325 0.34 -0.22 0.07
C 0.65734 3.04899 0.41564 -0.87 0.45 0.00
O 1.24434 4.09511 0.24746 -0.10 -0.25 0.09
N 1.27345 1.85214 0.58244 0.55 0.02 -0.37
C 2.70416 1.68563 0.37331 0.09 -0.10 -0.24
C 2.90625 0.38317 -0.42021 -0.32 0.11 0.03
O 3.92555 -0.23757 -0.54033 0.35 0.39 0.17
O 1.78380 0.00226 -1.01327 -0.54 -0.75 0.35
H -2.19223 1.31056 0.71040 0.05 0.18 -0.12
H -1.23293 1.49744 2.02586 0.02 0.13 -0.03
H -1.21970 3.71994 1.28503 0.14 0.06 -0.11
H -1.34697 3.16802 -0.39160 0.02 -0.01 0.00
H 3.23845 1.64852 1.32258 -0.01 -0.07 -0.03
H 3.07897 2.52295 -0.22367 0.02 -0.10 0.03
F 5.05222 -4.38032 -0.84826 0.00 -0.01 0.00
C 5.00792 -3.44002 0.09690 -0.23 0.10 0.20
C 3.92808 -3.28050 0.87066 0.40 -0.25 -0.40
N 3.88532 -2.31595 1.85175 0.04 0.09 0.23
C 2.66373 -2.11931 2.60769 -0.03 0.34 0.11
C 1.62627 -1.50871 1.66754 -0.11 -0.13 -0.17
O 1.28475 -0.26972 1.94670 -0.39 0.39 -0.99
O 1.21754 -2.07558 0.67620 0.20 -0.80 0.37
C 4.92739 -1.42305 2.04911 -0.05 0.02 -0.14
O 4.88014 -0.52433 2.86058 -0.02 0.13 0.10
N 6.02819 -1.64959 1.25753 0.04 0.02 0.14
C 6.18560 -2.58284 0.23910 -0.16 -0.16 -0.08
O 7.19560 -2.65243 -0.41532 0.06 0.01 -0.03
H 3.03886 -3.88137 0.75513 0.03 -0.03 -0.05
H 2.88834 -1.43682 3.42468 -0.02 -0.08 -0.04
H 2.30393 -3.06964 3.00195 -0.06 0.00 -0.10
H 6.78660 -0.99324 1.38209 -0.03 -0.01 -0.02
C -4.28510 0.54331 -3.88330 0.00 -0.04 -0.16
C -4.46373 0.96433 -2.46189 0.04 -0.07 0.29
C -4.87402 2.24260 -2.12450 0.01 -0.06 0.11
C -5.00776 2.61790 -0.79360 0.04 -0.12 0.08
Cl -5.50528 4.23301 -0.41138 -0.03 0.12 0.04
C -4.75381 1.71991 0.22616 -0.08 0.16 -0.15
C -4.34035 0.43104 -0.09299 -0.03 -0.10 -0.11
C -4.18783 0.05967 -1.42389 -0.01 0.22 -0.08
O -3.76008 -1.17457 -1.82106 -0.11 -0.15 -0.03
C -3.02007 -1.91438 -0.87452 0.19 0.14 -0.06
C -1.81033 -1.10928 -0.42211 -0.36 0.03 0.33
O -1.15874 -0.44065 -1.27512 0.38 0.52 -0.13
O -1.49984 -1.04692 0.79560 0.13 -0.77 -0.38
H -4.53147 1.36016 -4.55845 0.01 0.01 -0.02
H -4.92208 -0.30901 -4.12196 0.00 -0.01 0.00
H -3.25633 0.23148 -4.06525 0.02 -0.01 0.00
H -5.08347 2.96282 -2.90264 -0.01 0.03 -0.04
H -4.89500 2.01245 1.25718 0.00 0.02 0.03
H -4.16782 -0.27170 0.70980 0.03 -0.04 0.00
H -2.67555 -2.81620 -1.38206 -0.02 0.05 0.01
H -3.61280 -2.20467 -0.00383 0.05 0.02 -0.02
```
Positions in Å, forces in eV/Å.